(1)
Computed, not measured: C14H23InN4O2S4 as an isolated structure at a distorted geometry, with ωB97M-V/def2-TZVPD.

Output
DFT total energy: -2699.047254 Eh
Net charge: +2
Molecular weight: 522.5 g mol⁻¹
E_HOMO: -15.08 eV
Largest force on an atom: 1.0 eV/A

Positions of all 48 atoms, in Å:
S (-0.966, 2.436, 0.354)
C (-1.957, 2.164, 1.854)
H (-1.273, -2.102, 3.664)
C (0.418, 3.485, 0.893)
H (1.355, -1.095, -5.482)
S (2.396, 1.493, 1.077)
H (-1.395, -1.119, -2.911)
H (-2.969, 2.011, 1.478)
C (3.486, -0.611, -2.884)
H (3.711, -1.110, 1.481)
S (-1.534, -0.596, 1.850)
N (4.406, -2.944, -2.262)
C (-1.542, 1.001, 2.737)
H (-1.008, -1.921, -4.440)
C (0.390, -2.585, 2.425)
H (-0.130, -0.380, -6.130)
C (0.667, -0.253, -5.398)
N (0.107, -0.206, -4.052)
H (-1.949, 3.086, 2.435)
C (0.285, 0.832, -3.282)
H (3.048, -1.655, 3.018)
H (1.025, 2.537, 2.759)
N (2.478, -0.120, -2.262)
H (-0.167, -3.363, 1.902)
H (-0.015, -0.866, 3.684)
C (2.508, 0.359, 2.515)
C (4.028, 0.165, -3.958)
H (0.102, -2.072, -3.073)
S (1.572, -2.003, 1.182)
H (0.960, -3.062, 3.223)
C (-0.589, -1.397, -3.586)
In (0.390, 0.101, -0.164)
O (1.960, -0.850, -1.306)
H (1.208, 0.663, -5.623)
C (4.049, -1.893, -2.556)
H (-2.270, 0.905, 3.543)
H (3.322, 0.729, 3.139)
C (-0.551, -1.565, 3.047)
C (1.460, 2.877, 1.821)
H (1.580, 0.432, 3.078)
H (2.191, 3.652, 2.055)
C (2.828, -1.075, 2.121)
N (4.450, 0.813, -4.808)
H (0.874, 3.809, -0.044)
O (-0.160, 0.960, -2.103)
H (0.829, 1.663, -3.735)
H (-0.013, 4.364, 1.374)
H (-0.559, 1.152, 3.180)

=====

(2)
Computed, not measured: one molecule with the formula C14H23O7P at a distorted geometry, with ωB97M-V/def2-TZVPD.

Output
Energy relative to the best compared isomer or geometry (same formula, charge and spin): 0.1 kcal/mol
DFT total energy: -1415.334660 Eh
Molecular weight: 334.3 g mol⁻¹
E_HOMO: -7.82 eV
Largest force on an atom: 1.2 eV/A

Positions of all 45 atoms, in Å:
H (3.470, 2.150, 1.557)
H (5.186, 2.020, 1.096)
H (0.200, 3.364, -1.522)
C (0.312, -0.744, -1.073)
O (-2.779, 0.710, -1.090)
C (-0.496, -1.954, 2.031)
H (0.418, -1.367, 1.964)
C (-4.192, 2.058, 0.369)
H (-0.577, -2.571, 1.139)
H (-3.472, 2.872, 0.330)
C (1.411, -1.558, -0.861)
P (-2.373, -0.653, -0.354)
H (3.468, -3.377, -1.420)
C (4.163, 2.045, 0.719)
H (4.044, 2.898, 0.046)
H (-1.973, -2.982, -1.208)
H (0.948, 4.386, -0.270)
C (3.715, -3.096, -0.391)
O (3.754, -1.700, -0.229)
H (-5.193, 2.471, 0.460)
H (-1.284, -1.028, -2.473)
C (0.418, 0.627, -0.929)
H (-0.156, 3.067, 0.203)
O (-1.769, -0.129, 1.043)
H (1.298, -2.621, -0.984)
O (1.764, 2.571, -0.409)
O (3.989, 0.818, 0.049)
H (-3.978, 1.443, 1.239)
C (2.619, -0.992, -0.481)
O (-3.472, -1.615, -0.180)
C (-4.098, 1.214, -0.890)
H (4.719, -3.446, -0.153)
C (0.615, 3.376, -0.509)
C (1.621, 1.214, -0.553)
C (-1.023, -1.323, -1.441)
O (-1.047, -2.717, -1.312)
H (-1.645, -0.411, 3.029)
H (-2.625, -1.628, 2.161)
H (-0.457, 1.227, -1.113)
H (-4.793, 0.370, -0.833)
H (2.997, -3.563, 0.292)
H (-4.320, 1.809, -1.780)
C (2.739, 0.402, -0.312)
H (-0.448, -2.597, 2.906)
C (-1.702, -1.038, 2.134)